No. 1
{
  "formula": "C4H11NO2",
  "method": "ωB97M-V/def2-TZVPD",
  "symbols": ["C", "C", "N", "H", "H", "H", "H", "H", "H", "H", "C", "C", "O", "O", "H", "H", "H", "H"],
  "coordinates": [[-1.451, -0.676, -0.938], [-1.511, -1.528, 0.296], [0.158, -0.902, -1.602], [0.302, -1.824, -2.004], [1.002, -0.507, -0.675], [-2.021, -1.078, -1.775], [-1.762, 0.350, -0.784], [-2.511, -1.464, 0.728], [-0.781, -1.192, 1.029], [-1.289, -2.568, 0.066], [1.668, 2.066, 1.567], [0.976, 1.158, 0.573], [-0.082, 1.504, 0.029], [1.540, 0.020, 0.351], [0.266, -0.195, -2.320], [1.362, 3.097, 1.413], [2.747, 1.982, 1.467], [1.387, 1.758, 2.577]],
  "total_charge": 0,
  "relative_energy_ev": 1.155
}

No. 2
{
  "formula": "C3H3N3O",
  "method": "ωB97M-V/def2-TZVPD",
  "symbols": ["O", "C", "N", "C", "N", "C", "N", "H", "H", "H"],
  "coordinates": [[3.006, -0.112, 0.205], [1.931, -0.645, 0.256], [0.663, 0.004, 0.068], [-0.829, 1.542, -0.677], [-1.692, 0.768, -0.365], [-1.505, -0.491, 0.154], [-0.271, -0.849, 0.331], [1.809, -1.725, 0.485], [-0.759, 2.613, -0.834], [-2.353, -1.107, 0.377]],
  "total_charge": 0,
  "relative_energy_ev": 3.952
}

No. 3
{
  "formula": "C38H63N3O21",
  "method": "ωB97M-V/def2-TZVPD",
  "symbols": ["C", "C", "C", "O", "C", "O", "O", "H", "H", "H", "H", "H", "H", "C", "C", "C", "O", "C", "O", "O", "H", "H", "H", "H", "H", "H", "C", "C", "C", "O", "C", "O", "O", "H", "H", "H", "H", "H", "H", "C", "C", "C", "O", "C", "O", "O", "H", "H", "H", "H", "H", "H", "C", "C", "C", "O", "C", "O", "O", "H", "H", "H", "H", "H", "H", "C", "O", "C", "O", "O", "C", "H", "H", "H", "H", "H", "H", "C", "O", "C", "O", "O", "C", "H", "H", "H", "H", "H", "H", "C", "C", "C", "C", "N", "H", "H", "H", "H", "H", "H", "H", "C", "C", "C", "C", "N", "H", "H", "H", "H", "H", "H", "H", "C", "C", "C", "C", "N", "H", "H", "H", "H", "H", "H", "H"],
  "coordinates": [[11.115, 5.681, -0.291], [10.935, 4.442, 0.524], [9.474, 3.985, 0.782], [9.441, 2.841, -0.024], [10.541, 2.456, -0.467], [10.809, 1.443, -1.063], [11.452, 3.366, -0.253], [10.548, 5.562, -1.247], [12.109, 5.869, -0.612], [10.767, 6.551, 0.155], [11.515, 4.464, 1.495], [8.758, 4.788, 0.687], [9.312, 3.715, 1.818], [11.437, 13.312, -1.721], [10.589, 12.960, -2.934], [11.018, 13.626, -4.180], [11.226, 12.535, -5.076], [11.169, 11.443, -4.449], [11.263, 10.357, -4.996], [10.838, 11.631, -3.212], [11.091, 12.755, -0.849], [11.415, 14.328, -1.412], [12.511, 13.003, -1.780], [9.502, 13.116, -2.816], [11.895, 14.246, -4.163], [10.207, 14.230, -4.631], [4.655, 13.312, 2.766], [4.263, 12.364, 3.953], [5.208, 11.138, 4.320], [5.255, 11.208, 5.708], [4.671, 12.339, 6.130], [4.451, 12.588, 7.303], [4.159, 13.042, 5.161], [4.080, 14.210, 2.821], [4.390, 13.011, 1.793], [5.777, 13.482, 2.826], [3.203, 11.990, 3.736], [6.204, 11.329, 3.976], [4.828, 10.223, 3.900], [6.777, 13.366, -0.613], [7.745, 14.496, -0.201], [7.307, 15.545, 0.838], [8.267, 15.403, 1.886], [9.233, 14.568, 1.469], [10.300, 14.532, 2.065], [8.946, 14.006, 0.318], [7.236, 12.662, -1.311], [5.929, 13.801, -1.146], [6.283, 12.845, 0.196], [8.059, 15.031, -1.133], [6.296, 15.331, 1.040], [7.357, 16.532, 0.442], [12.906, 7.987, 3.147], [13.905, 8.849, 2.393], [14.889, 9.735, 3.171], [16.149, 9.158, 2.734], [15.937, 8.206, 1.797], [16.836, 7.754, 1.151], [14.703, 7.963, 1.702], [12.366, 7.300, 2.512], [12.077, 8.516, 3.556], [13.359, 7.369, 3.944], [13.388, 9.502, 1.673], [14.729, 9.759, 4.216], [14.839, 10.790, 2.804], [7.323, 10.694, 9.006], [7.640, 11.111, 7.730], [8.211, 10.225, 6.854], [8.211, 8.841, 7.154], [8.514, 10.717, 5.734], [8.791, 9.854, 4.638], [6.900, 11.607, 9.474], [8.180, 10.417, 9.548], [6.572, 9.892, 9.031], [9.134, 10.384, 3.771], [7.852, 9.430, 4.291], [9.453, 9.030, 4.939], [4.557, 8.153, -3.067], [5.826, 7.928, -3.595], [6.845, 8.520, -3.014], [6.704, 9.532, -2.060], [8.023, 8.126, -3.458], [9.228, 8.747, -3.068], [4.426, 7.563, -2.168], [3.843, 7.914, -3.826], [4.339, 9.193, -2.786], [9.073, 9.785, -2.845], [10.025, 8.551, -3.799], [9.698, 8.403, -2.138], [5.046, 6.860, 0.783], [6.527, 7.051, 0.977], [6.999, 6.792, 2.404], [8.455, 6.969, 2.608], [9.592, 7.113, 2.683], [4.500, 7.003, 1.672], [4.633, 5.898, 0.506], [4.816, 7.567, -0.013], [6.815, 8.061, 0.567], [7.025, 6.275, 0.370], [6.750, 5.829, 2.715], [6.467, 7.473, 2.993], [13.924, 9.068, -3.192], [14.849, 8.539, -2.037], [15.893, 9.565, -1.599], [15.203, 10.568, -0.737], [14.614, 11.293, 0.018], [13.213, 8.349, -3.366], [14.534, 9.341, -4.101], [13.303, 9.934, -2.866], [15.418, 7.653, -2.429], [14.311, 8.222, -1.128], [16.367, 10.135, -2.422], [16.767, 9.093, -1.113], [11.647, 9.694, -0.152], [10.271, 9.611, 0.515], [9.407, 10.793, 0.169], [8.142, 10.628, 1.017], [7.148, 10.467, 1.643], [11.544, 9.977, -1.154], [12.208, 8.733, -0.024], [12.134, 10.527, 0.309], [10.331, 9.387, 1.593], [9.745, 8.804, 0.009], [9.126, 10.870, -0.859], [9.914, 11.604, 0.579]],
  "total_charge": 0,
  "smiles": "C[C@H]1COC(=O)O1.C[C@H]1COC(=O)O1.C[C@H]1COC(=O)O1.C[C@H]1COC(=O)O1.C[C@H]1COC(=O)O1.COC(=O)OC.COC(=O)OC.CCCC#N.CCCC#N.CCCC#N",
  "relative_energy_ev": 0.078
}

No. 4
{
  "formula": "C4H11N3S",
  "method": "ωB97M-V/def2-TZVPD",
  "symbols": ["C", "C", "C", "C", "N", "N", "N", "S", "H", "H", "H", "H", "H", "H", "H", "H", "H", "H", "H"],
  "coordinates": [[-0.315, 0.735, -0.795], [-0.168, -1.782, 0.601], [0.674, 1.287, 1.355], [1.038, -0.936, 0.163], [-1.448, 1.549, -0.410], [0.592, 0.466, 0.106], [-0.359, 0.054, -2.044], [1.029, -0.420, -2.924], [-1.162, -1.377, 0.329], [-0.144, -2.751, 0.000], [-0.121, -1.967, 1.707], [0.145, 0.764, 2.158], [1.759, 1.291, 1.745], [0.222, 2.293, 1.230], [2.009, -0.951, 0.884], [1.542, -1.156, -0.805], [-1.877, 1.236, 0.374], [-2.184, 1.649, -1.093], [-1.232, 0.016, -2.582]],
  "total_charge": 0,
  "smiles": "CCN(C)/C(N)=[NH+]\\[S-]",
  "relative_energy_ev": 2.311
}

No. 5
{
  "formula": "C38H26BrF6N3O3PPm",
  "method": "ωB97M-V/def2-TZVPD",
  "symbols": ["Pm", "Br", "C", "C", "C", "C", "C", "C", "N", "N", "C", "C", "C", "C", "O", "C", "N", "C", "C", "C", "C", "H", "H", "H", "H", "H", "H", "H", "H", "H", "O", "C", "C", "C", "C", "C", "C", "C", "P", "C", "C", "C", "C", "C", "C", "C", "C", "C", "C", "C", "C", "H", "H", "H", "H", "H", "H", "H", "H", "H", "H", "H", "H", "H", "H", "C", "C", "O", "C", "F", "F", "F", "C", "F", "F", "F", "H", "H", "H"],
  "coordinates": [[-0.248, 0.403, 0.706], [8.369, 3.911, -4.683], [7.194, 4.608, -3.382], [5.823, 4.471, -3.552], [4.959, 4.981, -2.598], [5.469, 5.628, -1.477], [6.841, 5.786, -1.335], [7.711, 5.264, -2.278], [4.661, 6.267, -0.490], [3.558, 5.805, -0.157], [3.217, 4.442, -0.194], [4.100, 3.413, 0.044], [3.669, 2.080, 0.126], [2.336, 1.748, -0.014], [1.885, 0.525, 0.163], [1.413, 2.803, -0.366], [0.134, 2.438, -0.686], [-0.730, 3.372, -1.004], [-0.412, 4.741, -0.998], [0.866, 5.118, -0.695], [1.841, 4.139, -0.392], [5.436, 3.967, -4.426], [3.889, 4.880, -2.728], [7.216, 6.317, -0.470], [8.780, 5.375, -2.163], [5.147, 3.643, 0.197], [4.371, 1.287, 0.343], [-1.727, 3.031, -1.263], [-1.173, 5.469, -1.238], [1.155, 6.161, -0.685], [-2.264, 0.473, -0.150], [-1.917, -0.661, -0.615], [-2.673, -1.878, -0.504], [-4.076, -1.873, -0.497], [-4.753, -3.076, -0.391], [-4.061, -4.276, -0.280], [-2.667, -4.281, -0.256], [-1.966, -3.092, -0.363], [-0.149, -2.886, -0.270], [0.394, -4.644, -0.288], [0.563, -5.435, 0.846], [0.953, -6.764, 0.728], [1.177, -7.319, -0.522], [1.019, -6.539, -1.660], [0.640, -5.210, -1.540], [0.090, -2.509, 1.531], [-0.845, -2.837, 2.512], [-0.539, -2.675, 3.853], [0.699, -2.171, 4.230], [1.632, -1.824, 3.265], [1.330, -1.994, 1.921], [-4.611, -0.937, -0.582], [-5.836, -3.081, -0.397], [-4.604, -5.207, -0.199], [-2.136, -5.217, -0.146], [0.401, -5.019, 1.831], [1.081, -7.364, 1.619], [1.485, -8.353, -0.610], [1.202, -6.962, -2.639], [0.535, -4.604, -2.433], [-1.815, -3.224, 2.225], [-1.270, -2.939, 4.606], [0.933, -2.036, 5.278], [2.595, -1.422, 3.552], [2.074, -1.773, 1.163], [-2.229, 0.937, 4.725], [-1.340, 1.246, 3.529], [-1.193, 0.201, 2.657], [-1.956, 2.442, 2.764], [-1.065, 2.825, 1.789], [-2.227, 3.529, 3.483], [-3.076, 2.092, 2.137], [0.092, 1.661, 3.973], [0.577, 0.844, 4.907], [0.184, 2.909, 4.436], [0.947, 1.569, 2.913], [-3.138, 0.473, 4.346], [-2.486, 1.831, 5.293], [-1.732, 0.228, 5.383]],
  "spin_multiplicity": 5,
  "total_charge": 0,
  "e_tot_ha": -5976.54732,
  "s_squared": 6.0750
}

No. 6
{
  "formula": "C23H32ClN6O3Zr",
  "method": "ωB97M-V/def2-TZVPD",
  "symbols": ["Zr", "C", "N", "C", "C", "N", "C", "C", "C", "C", "C", "C", "N", "C", "N", "C", "C", "N", "C", "C", "N", "C", "C", "H", "H", "H", "H", "H", "H", "H", "H", "H", "H", "H", "H", "H", "H", "H", "H", "H", "H", "H", "H", "H", "H", "H", "H", "H", "H", "H", "H", "O", "Cl", "C", "C", "C", "C", "C", "C", "C", "O", "O", "H", "H", "H", "H"],
  "coordinates": [[0.961, -0.832, -1.148], [1.205, -3.293, 0.027], [1.082, -2.964, 1.435], [0.467, -4.022, 2.254], [1.006, -1.695, 1.881], [1.123, -0.662, 1.044], [1.179, 0.716, 1.470], [1.478, 1.160, 2.759], [1.342, 2.491, 3.116], [0.883, 3.418, 2.195], [0.701, 3.025, 0.881], [0.929, 1.711, 0.491], [0.956, 1.301, -0.872], [1.262, 2.058, -1.906], [0.977, 1.568, -3.145], [1.851, 1.843, -4.284], [-0.045, 0.564, -3.435], [1.879, 3.254, -1.822], [1.601, 4.343, -2.746], [2.982, 3.479, -0.895], [0.810, -1.526, 3.224], [-0.399, -0.862, 3.690], [1.588, -2.240, 4.217], [1.312, -4.371, -0.062], [2.093, -2.883, -0.479], [0.252, -3.066, -0.478], [0.110, -4.803, 1.590], [-0.391, -3.634, 2.795], [1.183, -4.459, 2.949], [1.815, 0.460, 3.504], [1.571, 2.793, 4.129], [0.709, 4.446, 2.483], [0.412, 3.756, 0.137], [2.748, 2.358, -3.955], [1.343, 2.441, -5.043], [2.151, 0.891, -4.723], [-0.710, 0.357, -2.593], [0.420, -0.362, -3.799], [-0.693, 0.947, -4.226], [0.723, 4.111, -3.344], [2.446, 4.545, -3.407], [1.397, 5.245, -2.165], [3.167, 2.588, -0.302], [2.767, 4.311, -0.223], [3.881, 3.711, -1.470], [-0.909, -0.388, 2.856], [-0.164, -0.103, 4.439], [-1.076, -1.595, 4.138], [2.433, -2.739, 3.747], [0.992, -2.979, 4.761], [1.979, -1.523, 4.944], [2.466, -1.198, -1.985], [-7.805, -1.222, -1.611], [-6.116, -1.380, -1.269], [-5.190, -1.013, -2.235], [-3.840, -1.140, -1.956], [-3.417, -1.629, -0.725], [-4.361, -1.998, 0.229], [-5.714, -1.874, -0.037], [-1.974, -1.777, -0.395], [-1.586, -2.256, 0.667], [-1.127, -1.349, -1.298], [-5.529, -0.640, -3.191], [-3.108, -0.873, -2.705], [-4.023, -2.384, 1.181], [-6.454, -2.158, 0.698]],
  "total_charge": 1,
  "relative_energy_ev": 1.953
}

No. 7
{
  "formula": "C22H28BrN4OSSbSe5V",
  "method": "ωB97M-V/def2-TZVPD",
  "symbols": ["V", "C", "C", "C", "C", "C", "C", "C", "C", "C", "C", "H", "H", "H", "H", "H", "H", "H", "H", "H", "H", "H", "H", "H", "H", "H", "Se", "Sb", "Se", "Se", "Se", "C", "S", "C", "O", "H", "H", "H", "H", "H", "H", "Se", "N", "C", "C", "C", "C", "N", "C", "N", "H", "H", "H", "Br", "C", "C", "C", "C", "C", "N", "H", "H", "H", "H"],
  "coordinates": [[-0.019, 1.018, -0.426], [2.644, -1.223, 1.852], [1.659, -0.860, 2.825], [0.569, -1.705, 2.665], [0.857, -2.620, 1.609], [2.124, -2.329, 1.109], [2.843, -2.969, -0.038], [-0.049, -3.732, 1.163], [-0.686, -1.704, 3.489], [1.806, 0.291, 3.770], [4.089, -0.820, 1.904], [3.256, -2.209, -0.710], [2.180, -3.599, -0.638], [3.686, -3.591, 0.293], [-1.078, -3.390, 0.993], [-0.109, -4.527, 1.918], [0.305, -4.185, 0.234], [-0.606, -2.387, 4.345], [-1.554, -2.025, 2.907], [-0.909, -0.711, 3.890], [0.847, 0.582, 4.205], [2.211, 1.170, 3.257], [2.497, 0.067, 4.594], [4.586, -0.982, 0.945], [4.633, -1.397, 2.667], [4.207, 0.236, 2.160], [3.658, 5.357, -3.610], [1.477, 4.555, -2.943], [2.024, 0.563, 0.181], [1.420, 2.489, -1.301], [-0.113, 5.669, -4.484], [-2.361, 3.399, -1.588], [-1.989, 1.691, -1.976], [-1.600, 2.016, -3.685], [-3.249, 0.893, -1.904], [-3.140, 3.753, -2.262], [-1.445, 3.975, -1.717], [-2.702, 3.446, -0.554], [-0.670, 2.582, -3.694], [-2.388, 2.604, -4.151], [-1.456, 1.065, -4.195], [-2.978, -1.096, 0.648], [-3.723, 0.015, 1.837], [-2.869, 1.021, 2.036], [-3.033, 2.120, 2.896], [-2.093, 3.145, 2.862], [-1.004, 3.095, 1.999], [-0.755, 2.031, 1.232], [-1.634, 0.988, 1.289], [-1.427, -0.136, 0.541], [-3.895, 2.163, 3.549], [-2.206, 4.012, 3.500], [-0.299, 3.908, 1.883], [1.750, 0.521, -4.294], [0.602, -0.845, -3.652], [0.315, -1.884, -4.534], [-0.478, -2.926, -4.097], [-0.929, -2.893, -2.789], [-0.573, -1.817, -1.995], [0.166, -0.778, -2.404], [0.726, -1.853, -5.533], [-0.714, -3.756, -4.751], [-1.524, -3.690, -2.365], [-0.878, -1.802, -0.959]],
  "spin_multiplicity": 4,
  "total_charge": -2,
  "e_tot_ha": -17313.00251,
  "s_squared": 3.9898
}

No. 8
{
  "formula": "C3H4LiO3Tl",
  "method": "ωB97M-V/def2-TZVPD",
  "symbols": ["O", "C", "C", "H", "H", "H", "H", "O", "C", "O", "Li", "Tl"],
  "coordinates": [[-0.024, 0.345, -0.209], [-1.198, 0.188, 0.295], [-2.247, -0.501, -0.487], [-1.260, 0.236, 1.392], [-1.844, -0.969, -1.398], [-3.039, 0.213, -0.766], [-2.706, -1.284, 0.133], [2.278, 0.320, 1.739], [1.840, 0.044, 0.629], [2.425, 0.189, -0.487], [1.127, 0.438, -1.857], [4.648, 0.781, 1.015]],
  "spin_multiplicity": 2,
  "total_charge": 1,
  "relative_energy_ev": 0.014,
  "s_squared": 0.7586
}